# 1
{"formula": "C41H95NO14SSi", "method": "ωB97M-V/def2-TZVPD", "elements": ["C", "C", "Si", "C", "C", "C", "C", "C", "C", "C", "C", "C", "C", "N", "C", "S", "H", "H", "H", "H", "H", "H", "H", "H", "H", "H", "H", "H", "H", "H", "H", "H", "H", "H", "H", "H", "H", "H", "H", "H", "H", "C", "O", "C", "C", "O", "C", "H", "H", "H", "H", "H", "H", "H", "H", "H", "H", "C", "O", "C", "C", "O", "C", "H", "H", "H", "H", "H", "H", "H", "H", "H", "H", "C", "O", "C", "C", "O", "C", "H", "H", "H", "H", "H", "H", "H", "H", "H", "H", "C", "O", "C", "C", "O", "C", "H", "H", "H", "H", "H", "H", "H", "H", "H", "H", "C", "O", "C", "C", "O", "C", "H", "H", "H", "H", "H", "H", "H", "H", "H", "H", "C", "O", "C", "C", "O", "C", "H", "H", "H", "H", "H", "H", "H", "H", "H", "H", "C", "O", "C", "C", "O", "C", "H", "H", "H", "H", "H", "H", "H", "H", "H", "H"], "coordinates": [[-2.288, -1.319, 3.785], [-1.396, -1.552, 2.792], [-2.060, -1.788, 1.060], [-3.542, -0.664, 0.823], [-3.332, 0.790, 1.284], [-4.689, 1.448, 1.620], [-5.474, 1.707, 0.341], [-6.794, 2.460, 0.567], [-7.685, 1.770, 1.610], [-7.975, 0.313, 1.216], [-9.440, -0.111, 1.418], [-9.553, -1.656, 1.344], [-9.722, -2.310, 2.729], [-0.813, -1.432, -0.183], [-1.199, -1.899, -1.235], [-1.661, -2.660, -2.530], [-3.155, -1.964, 3.908], [-2.171, -0.473, 4.456], [-0.340, -1.590, 3.052], [-2.519, -3.179, 0.822], [-4.381, -1.104, 1.364], [-3.776, -0.642, -0.242], [-2.893, 1.387, 0.485], [-2.681, 0.870, 2.152], [-5.213, 0.734, 2.259], [-4.554, 2.367, 2.190], [-4.852, 2.297, -0.336], [-5.666, 0.774, -0.183], [-7.336, 2.406, -0.379], [-6.575, 3.489, 0.845], [-7.210, 1.833, 2.589], [-8.634, 2.299, 1.702], [-7.369, -0.362, 1.824], [-7.745, 0.142, 0.167], [-9.857, 0.274, 2.346], [-10.002, 0.287, 0.573], [-10.362, -1.905, 0.660], [-8.636, -2.022, 0.884], [-10.175, -1.607, 3.422], [-8.737, -2.576, 3.105], [-10.314, -3.215, 2.631], [-2.944, 3.450, 7.353], [-4.030, 3.507, 6.444], [-3.978, 2.501, 5.447], [-4.944, 1.376, 5.740], [-4.553, 0.635, 6.885], [-5.310, 0.951, 8.040], [-3.152, 4.141, 8.168], [-2.817, 2.448, 7.768], [-2.019, 3.764, 6.856], [-2.959, 2.115, 5.339], [-4.264, 2.970, 4.500], [-4.942, 0.681, 4.892], [-5.959, 1.767, 5.855], [-6.331, 0.565, 7.946], [-5.343, 2.028, 8.217], [-4.831, 0.468, 8.890], [2.827, 2.921, 0.856], [2.465, 1.647, 1.356], [1.608, 0.927, 0.480], [2.373, -0.145, -0.265], [3.299, 0.427, -1.179], [4.633, 0.392, -0.704], [3.603, 3.322, 1.505], [3.216, 2.857, -0.164], [1.968, 3.600, 0.875], [1.103, 1.603, -0.217], [0.843, 0.446, 1.097], [1.667, -0.743, -0.846], [2.883, -0.813, 0.436], [5.009, -0.638, -0.720], [4.712, 0.796, 0.307], [5.247, 0.997, -1.371], [10.264, -1.028, -4.668], [9.599, -1.868, -3.742], [9.546, -1.325, -2.431], [8.181, -0.754, -2.124], [7.910, 0.401, -2.906], [7.036, 0.130, -3.987], [10.110, -1.445, -5.662], [9.867, -0.010, -4.646], [11.340, -1.004, -4.461], [10.318, -0.563, -2.294], [9.751, -2.145, -1.735], [8.155, -0.444, -1.074], [7.408, -1.514, -2.271], [6.020, -0.056, -3.618], [7.375, -0.729, -4.567], [7.014, 1.006, -4.634], [2.510, -5.783, -6.651], [1.203, -6.005, -6.151], [1.129, -7.003, -5.149], [0.940, -6.460, -3.751], [2.065, -5.769, -3.235], [1.910, -4.362, -3.235], [2.472, -4.909, -7.297], [3.229, -5.600, -5.848], [2.837, -6.641, -7.248], [2.009, -7.652, -5.193], [0.248, -7.610, -5.385], [0.773, -7.312, -3.085], [0.053, -5.819, -3.712], [1.158, -4.079, -2.490], [1.614, -3.977, -4.215], [2.867, -3.923, -2.956], [-0.123, 2.892, -5.027], [0.525, 2.663, -3.790], [1.546, 1.675, -3.867], [2.922, 2.296, -3.894], [3.152, 3.009, -5.102], [3.044, 4.412, -4.949], [-0.761, 3.766, -4.909], [0.595, 3.084, -5.828], [-0.749, 2.035, -5.296], [1.399, 1.033, -4.741], [1.463, 1.055, -2.971], [3.666, 1.495, -3.844], [3.066, 2.944, -3.024], [3.891, 4.802, -4.373], [2.110, 4.692, -4.456], [3.065, 4.856, -5.943], [-0.532, 3.985, 10.531], [-1.879, 3.759, 10.912], [-1.993, 2.857, 12.002], [-2.278, 3.583, 13.298], [-1.169, 4.366, 13.712], [-1.335, 5.748, 13.454], [-0.518, 4.800, 9.809], [0.087, 4.262, 11.387], [-0.119, 3.089, 10.055], [-1.091, 2.246, 12.097], [-2.833, 2.190, 11.782], [-2.461, 2.842, 14.082], [-3.175, 4.200, 13.199], [-2.088, 6.176, 14.125], [-1.626, 5.933, 12.417], [-0.381, 6.236, 13.645], [4.744, -5.143, -10.139], [4.487, -4.180, -9.132], [5.645, -3.440, -8.774], [5.627, -2.063, -9.400], [5.763, -2.130, -10.811], [4.540, -1.938, -11.499], [3.785, -5.537, -10.472], [5.263, -4.703, -10.994], [5.341, -5.969, -9.736], [6.554, -3.977, -9.060], [5.643, -3.337, -7.684], [6.480, -1.493, -9.023], [4.713, -1.530, -9.122], [4.216, -0.895, -11.422], [3.754, -2.592, -11.113], [4.711, -2.175, -12.548]], "mol_weight_g_mol": 886.4, "e_tot_ha": -3414.592093, "homo_lumo_gap_ev": 8.97}

---

# 2
{"formula": "C42H101BF4N6O10", "method": "ωB97M-V/def2-TZVPD", "elements": ["C", "C", "C", "N", "C", "C", "C", "C", "C", "H", "H", "H", "H", "H", "H", "H", "H", "H", "H", "H", "H", "H", "H", "H", "H", "H", "H", "C", "C", "C", "N", "C", "C", "C", "C", "C", "H", "H", "H", "H", "H", "H", "H", "H", "H", "H", "H", "H", "H", "H", "H", "H", "H", "H", "C", "N", "C", "C", "C", "C", "O", "H", "H", "H", "H", "H", "H", "H", "H", "H", "H", "H", "H", "H", "H", "C", "N", "C", "C", "C", "C", "O", "H", "H", "H", "H", "H", "H", "H", "H", "H", "H", "H", "H", "H", "H", "C", "N", "C", "C", "C", "C", "O", "H", "H", "H", "H", "H", "H", "H", "H", "H", "H", "H", "H", "H", "H", "C", "N", "C", "C", "C", "C", "O", "H", "H", "H", "H", "H", "H", "H", "H", "H", "H", "H", "H", "H", "H", "B", "F", "F", "F", "F", "C", "C", "O", "O", "H", "H", "H", "C", "C", "O", "O", "H", "H", "H", "C", "C", "O", "O", "H", "H", "H"], "coordinates": [[5.922, 3.334, -3.112], [5.952, 2.262, -4.207], [5.460, 0.895, -3.707], [5.070, -0.083, -4.941], [3.770, 0.494, -5.654], [6.218, -0.520, -5.825], [5.764, -1.862, -6.406], [4.834, -2.502, -5.413], [4.723, -1.462, -4.336], [6.440, 3.026, -2.204], [4.952, 3.732, -2.816], [6.516, 4.143, -3.536], [6.963, 2.224, -4.614], [5.437, 2.607, -5.104], [4.560, 1.001, -3.101], [6.245, 0.503, -3.061], [3.569, -0.255, -6.421], [3.820, 1.459, -6.158], [3.001, 0.496, -4.881], [6.441, 0.244, -6.570], [7.107, -0.559, -5.195], [5.206, -1.649, -7.318], [6.579, -2.516, -6.718], [3.909, -2.904, -5.826], [5.313, -3.374, -4.969], [3.720, -1.426, -3.912], [5.524, -1.597, -3.609], [-9.643, 5.889, 2.727], [-8.734, 6.923, 1.993], [-7.315, 6.536, 2.298], [-6.186, 7.143, 1.390], [-6.095, 8.673, 1.438], [-6.313, 6.673, -0.163], [-5.078, 5.773, -0.390], [-3.958, 6.380, 0.436], [-4.804, 6.600, 1.719], [-9.781, 5.896, 3.808], [-9.512, 4.854, 2.413], [-10.638, 5.965, 2.290], [-8.899, 7.915, 2.414], [-8.883, 6.917, 0.913], [-7.287, 5.473, 2.058], [-6.996, 6.732, 3.322], [-7.016, 8.856, 0.884], [-5.129, 8.940, 1.009], [-6.186, 8.817, 2.514], [-6.154, 7.560, -0.776], [-7.241, 6.217, -0.507], [-4.815, 5.855, -1.445], [-5.275, 4.742, -0.095], [-3.721, 7.359, 0.018], [-2.987, 5.890, 0.507], [-4.342, 7.295, 2.421], [-4.964, 5.636, 2.201], [-1.428, -2.577, -5.693], [-2.872, -2.450, -6.141], [-3.264, -3.861, -6.747], [-3.696, -2.086, -4.886], [-3.146, -1.388, -7.280], [-2.357, -0.052, -7.125], [-2.631, 0.721, -5.970], [-1.126, -1.542, -5.536], [-0.828, -3.090, -6.445], [-1.352, -3.222, -4.818], [-2.624, -3.966, -7.623], [-4.327, -3.884, -6.988], [-3.267, -4.590, -5.937], [-4.753, -2.233, -5.105], [-3.469, -1.061, -4.592], [-3.532, -2.821, -4.098], [-4.224, -1.243, -7.350], [-2.736, -1.883, -8.161], [-2.684, 0.563, -7.964], [-1.307, -0.238, -7.352], [-1.935, 1.323, -5.698], [0.364, -10.335, 1.630], [1.758, -9.767, 1.403], [2.338, -8.842, 2.466], [2.838, -10.891, 1.310], [1.679, -9.093, 0.000], [0.974, -7.667, -0.032], [1.950, -6.669, 0.355], [-0.162, -9.415, 1.886], [0.539, -10.934, 2.523], [0.006, -10.956, 0.808], [2.474, -9.345, 3.423], [1.694, -7.963, 2.471], [3.238, -8.510, 1.948], [3.146, -11.253, 2.291], [3.722, -10.433, 0.865], [2.393, -11.682, 0.706], [1.235, -9.772, -0.728], [2.689, -8.918, -0.373], [0.124, -7.566, 0.642], [0.647, -7.479, -1.055], [1.586, -5.815, 0.112], [6.431, -1.671, 4.374], [6.644, -0.154, 4.523], [7.400, 0.266, 3.231], [5.320, 0.678, 4.644], [7.537, 0.055, 5.811], [8.471, 1.342, 5.726], [7.888, 2.584, 5.498], [5.748, -1.923, 5.185], [7.409, -2.150, 4.428], [5.906, -1.853, 3.436], [7.840, 1.233, 3.473], [6.703, 0.362, 2.399], [8.140, -0.467, 2.907], [4.866, 0.569, 5.629], [4.838, 0.189, 3.798], [5.507, 1.711, 4.352], [8.160, -0.813, 6.023], [6.812, 0.059, 6.625], [9.255, 1.187, 4.984], [9.052, 1.486, 6.637], [7.816, 3.145, 6.274], [-3.944, -0.534, 5.499], [-3.070, -1.706, 4.897], [-3.641, -2.099, 3.534], [-1.593, -1.298, 4.707], [-3.161, -2.929, 5.903], [-2.317, -4.170, 5.552], [-2.698, -4.748, 4.368], [-4.954, -0.911, 5.336], [-3.664, 0.299, 4.856], [-3.667, -0.240, 6.512], [-3.670, -1.193, 2.929], [-4.610, -2.592, 3.600], [-2.927, -2.729, 3.003], [-1.193, -1.047, 5.690], [-1.546, -0.413, 4.073], [-1.005, -2.130, 4.318], [-4.200, -3.246, 5.999], [-2.975, -2.496, 6.886], [-2.447, -4.874, 6.374], [-1.241, -4.004, 5.506], [-3.327, -5.438, 4.588], [-7.686, 0.805, 0.677], [-6.905, 0.374, -0.358], [-6.917, 1.387, 1.630], [-8.618, 1.746, 0.256], [-8.328, -0.320, 1.315], [1.521, 7.431, -4.957], [1.205, 6.148, -5.685], [0.590, 5.264, -4.976], [1.625, 5.986, -6.863], [2.581, 7.627, -4.797], [0.992, 7.434, -4.004], [1.085, 8.275, -5.491], [-0.720, 0.741, -0.498], [0.168, -0.419, -0.474], [-0.230, -1.615, -0.606], [1.401, -0.164, -0.275], [-0.453, 1.504, 0.233], [-1.737, 0.398, -0.308], [-0.557, 1.196, -1.475], [0.786, 4.638, 4.754], [-0.273, 5.378, 5.580], [0.111, 6.515, 6.002], [-1.368, 4.802, 5.823], [0.862, 3.600, 5.078], [1.831, 4.938, 4.672], [0.405, 4.651, 3.733]], "total_charge": 2, "mol_weight_g_mol": 937.1, "e_tot_ha": -3165.276464, "homo_lumo_gap_ev": 3.50}

---

# 3
{"formula": "C42H101Hg2N9O13", "method": "ωB97M-V/def2-TZVPD", "elements": ["Hg", "Hg", "C", "C", "C", "O", "C", "C", "C", "O", "O", "O", "H", "H", "C", "C", "C", "O", "C", "N", "H", "H", "H", "H", "H", "H", "H", "H", "H", "H", "H", "C", "C", "C", "O", "C", "N", "H", "H", "H", "H", "H", "H", "H", "H", "H", "H", "H", "C", "C", "C", "O", "C", "N", "H", "H", "H", "H", "H", "H", "H", "H", "H", "H", "H", "C", "C", "C", "O", "C", "N", "H", "H", "H", "H", "H", "H", "H", "H", "H", "H", "H", "C", "C", "C", "O", "C", "N", "H", "H", "H", "H", "H", "H", "H", "H", "H", "H", "H", "C", "C", "C", "O", "C", "N", "H", "H", "H", "H", "H", "H", "H", "H", "H", "H", "H", "C", "C", "C", "O", "C", "N", "H", "H", "H", "H", "H", "H", "H", "H", "H", "H", "H", "C", "C", "C", "O", "C", "N", "H", "H", "H", "H", "H", "H", "H", "H", "H", "H", "H", "C", "C", "C", "O", "C", "N", "H", "H", "H", "H", "H", "H", "H", "H", "H", "H", "H"], "coordinates": [[1.700, -2.555, -2.567], [-2.092, 1.297, 3.936], [-1.396, -0.397, -0.313], [-0.376, -1.307, -0.823], [0.838, -1.687, 0.182], [1.846, -2.125, -0.374], [0.727, -1.295, 1.550], [-0.243, -0.508, 1.948], [-1.350, 0.002, 1.013], [-2.365, 0.725, 1.413], [-0.112, -0.129, 3.179], [-0.271, -1.680, -1.986], [-2.175, 0.012, -0.940], [1.490, -1.649, 2.226], [-4.616, 5.074, -1.424], [-3.195, 4.495, -1.579], [-2.169, 5.714, -1.638], [-2.298, 6.436, -2.880], [-3.116, 7.665, -2.743], [-2.946, 3.670, -0.412], [-5.366, 4.300, -1.264], [-5.057, 5.606, -2.267], [-4.529, 5.876, -0.690], [-3.296, 3.961, -2.524], [-1.163, 5.298, -1.687], [-2.210, 6.419, -0.808], [-3.181, 8.162, -3.711], [-2.497, 8.377, -2.196], [-4.187, 7.551, -2.572], [-3.852, 3.327, -0.123], [-2.327, 2.896, -0.608], [0.955, -4.143, -6.467], [0.481, -2.774, -6.040], [-0.767, -2.319, -6.745], [-1.800, -3.255, -6.436], [-2.892, -3.377, -7.296], [0.205, -2.644, -4.565], [1.202, -4.781, -5.619], [1.931, -4.052, -6.946], [0.159, -4.652, -7.010], [1.337, -2.142, -6.275], [-0.594, -2.296, -7.821], [-0.830, -1.238, -6.626], [-2.779, -3.645, -8.346], [-3.613, -2.589, -7.078], [-3.320, -4.254, -6.811], [-0.269, -1.775, -4.361], [-0.672, -3.141, -4.619], [4.318, 0.273, -1.609], [2.861, 0.572, -2.040], [2.567, 1.950, -2.628], [1.168, 1.906, -2.901], [0.353, 2.456, -1.844], [2.471, -0.421, -3.134], [4.553, -0.789, -1.534], [4.460, 0.848, -0.694], [5.015, 0.651, -2.357], [2.301, 0.343, -1.133], [3.059, 2.055, -3.595], [2.885, 2.814, -2.044], [-0.693, 2.418, -2.148], [0.548, 3.510, -1.648], [0.401, 1.862, -0.931], [3.085, -0.312, -3.929], [1.612, -0.023, -3.486], [-2.799, 5.584, 2.849], [-2.999, 4.243, 3.489], [-4.418, 3.625, 3.316], [-4.295, 2.271, 3.722], [-5.548, 1.593, 3.678], [-2.052, 3.384, 2.843], [-2.818, 5.606, 1.760], [-1.804, 5.932, 3.128], [-3.465, 6.369, 3.206], [-2.785, 4.208, 4.557], [-4.552, 3.585, 2.234], [-5.271, 4.142, 3.756], [-5.999, 1.187, 2.773], [-6.329, 2.150, 4.195], [-5.498, 0.708, 4.313], [-2.229, 3.475, 1.853], [-1.128, 3.791, 2.880], [2.046, 3.533, 5.763], [0.942, 3.648, 4.716], [1.615, 4.221, 3.363], [0.578, 4.783, 2.533], [1.044, 5.728, 1.505], [0.180, 2.401, 4.608], [2.601, 4.472, 5.755], [2.850, 2.875, 5.432], [1.663, 3.217, 6.732], [0.288, 4.447, 5.064], [1.974, 3.353, 2.810], [2.453, 4.910, 3.472], [0.243, 5.944, 0.797], [1.852, 5.284, 0.924], [1.263, 6.625, 2.084], [0.845, 1.672, 4.394], [-0.039, 2.277, 5.586], [-3.421, 0.249, -5.486], [-2.856, -0.139, -4.174], [-3.405, -1.560, -3.705], [-4.830, -1.523, -3.698], [-5.409, -1.034, -2.549], [-1.451, -0.192, -4.042], [-3.117, -0.381, -6.321], [-3.093, 1.233, -5.822], [-4.507, 0.241, -5.394], [-3.123, 0.603, -3.422], [-2.926, -1.646, -2.729], [-3.058, -2.379, -4.335], [-6.419, -0.665, -2.725], [-4.885, -0.110, -2.306], [-5.381, -1.735, -1.715], [-1.144, -0.264, -3.083], [-1.357, 0.803, -4.185], [3.321, -6.677, -1.849], [2.564, -5.637, -2.616], [1.038, -5.935, -2.618], [0.287, -4.755, -2.461], [-1.087, -5.011, -2.498], [2.830, -4.403, -1.873], [3.028, -6.781, -0.805], [4.355, -6.374, -1.684], [3.223, -7.560, -2.481], [3.051, -5.460, -3.574], [0.936, -6.427, -1.651], [0.748, -6.554, -3.467], [-1.613, -4.058, -2.447], [-1.381, -5.518, -1.579], [-1.530, -5.374, -3.425], [3.013, -4.623, -0.904], [3.781, -4.179, -2.127], [4.727, -4.401, 2.979], [3.391, -4.769, 2.371], [2.250, -4.372, 3.280], [2.087, -5.116, 4.475], [0.977, -4.652, 5.247], [3.160, -4.160, 1.095], [5.524, -4.738, 2.316], [4.742, -5.054, 3.852], [4.871, -3.346, 3.214], [3.384, -5.855, 2.276], [1.310, -4.602, 2.778], [2.305, -3.324, 3.572], [1.008, -3.572, 5.383], [0.941, -5.121, 6.231], [0.010, -4.696, 4.746], [2.367, -3.535, 1.098], [3.970, -3.564, 0.998], [4.336, -0.392, 7.237], [2.964, 0.028, 6.595], [3.078, -0.134, 5.028], [4.045, 0.760, 4.469], [4.100, 0.365, 3.088], [1.849, -0.740, 7.075], [5.076, 0.273, 6.791], [4.547, -1.401, 6.882], [4.345, -0.316, 8.324], [2.765, 1.055, 6.901], [2.089, 0.104, 4.638], [3.112, -1.217, 4.917], [3.213, -0.141, 2.707], [4.859, -0.378, 2.843], [4.249, 1.232, 2.445], [1.742, -0.495, 8.049], [2.102, -1.714, 7.164]], "total_charge": 2, "relative_energy_kcal_mol": 20.1, "mol_weight_g_mol": 1341.5, "e_tot_ha": -3437.783623, "homo_lumo_gap_ev": 6.13}